Formula: CH4NOP
Source: the OMol25 dataset
Level of theory: the ωB97M-V functional and the def2-TZVPD basis

Element x y z (Å)
C  -1.44671  1.16433  -1.72562
P  -0.16363  1.27677  -0.66701
O  -0.52864  1.74685  -2.41960
H  -2.40155  0.89930  -2.19103
N  1.01199  -1.43720  1.61997
H  0.66983  -1.56205  2.55269
H  1.99580  -1.61502  1.56694
H  0.86291  -0.47299  1.26366

Summary:
highest occupied orbital energy (spin up / spin down): -7.92 / -7.92 eV
multiplicity: 1
relative energy (zero: lowest compared OMol25 entry of this formula, charge and spin): 83.2 kcal per mole
SMILES string: C1=PO1.N

Atomic partial charges in e from the Mulliken method, atoms 1 to 2:
1 C 0.148
2 P -0.160